P.
The following is a DFT calculation (wB97M-V/def2-TZVPD) of 2 unconnected molecules or ions with the total composition C2H6O2S2.

Results
orbital gap = 9.65 eV
HOMO level = -9.5 eV
M = 126.202 g/mol
SMILES string = CC(=S)OO.S
multiplicity = 1
E_LUMO = 0.1 eV

Positions of all 12 atoms, in Å:
C  0.582  0.461  1.613
C  0.880  -0.289  0.354
S  1.616  0.259  -1.044
O  0.255  -1.445  0.336
O  0.189  -2.128  -0.859
H  -0.313  0.124  2.128
H  0.586  1.474  1.390
H  1.289  0.136  2.403
H  0.543  -1.329  -1.437
S  -1.776  0.361  -1.845
H  -2.628  1.240  -2.213
H  -1.223  1.135  -0.827

***

Q.
The following is a DFT calculation (wB97M-V/def2-TZVPD) of 2 unconnected molecules or ions with the total composition C2H6O2S2.

Results
orbital gap = 8.83 eV
HOMO level = -8.3 eV
M = 126.202 g/mol
SMILES string = O=CO.CSS
multiplicity = 1
E_LUMO = 0.5 eV

Positions of all 12 atoms, in Å:
O  1.270  -0.773  -3.580
C  1.876  -0.781  -2.547
O  2.021  -1.866  -1.774
H  2.391  0.095  -2.155
H  1.853  -2.612  -2.374
C  -1.379  -0.207  1.927
S  -2.225  1.228  1.209
S  -1.054  2.724  2.085
H  -1.683  -1.061  1.340
H  -1.548  -0.293  2.997
H  -0.307  -0.030  1.809
H  -1.217  3.575  1.063

***

Most stable structure, least stable structure: Q, P.

***

P.
The following is a DFT calculation (wB97M-V/def2-TZVPD) of a single C2H3FS2 molecule.

Results
orbital gap = 9.05 eV
HOMO level = -8.9 eV
M = 110.178 g/mol
SMILES string = F/C=C/SS
multiplicity = 1
E_LUMO = 0.1 eV

Positions of all 8 atoms, in Å:
F  2.407  0.455  -0.042
C  1.136  0.029  -0.251
C  0.416  -0.531  0.700
S  -1.388  -1.187  0.167
S  -2.387  0.645  -0.188
H  0.714  0.013  -1.247
H  0.565  -0.673  1.716
H  -1.463  1.250  -0.855

***

Q.
The following is a DFT calculation (wB97M-V/def2-TZVPD) of 2 unconnected molecules or ions with the total composition C2H3FS2.

Results
orbital gap (alpha / beta) = 7.76 / 7.20 eV
HOMO level (alpha / beta) = -8.6 / -8.6 eV
M = 110.178 g/mol
multiplicity = 1
E_LUMO (alpha / beta) = -0.9 / -1.4 eV

Positions of all 8 atoms, in Å:
C  0.371  0.112  -0.148
C  -0.852  0.558  -0.124
F  0.125  -3.415  1.345
S  -1.707  -1.114  2.045
S  0.032  -1.927  2.158
H  1.167  0.498  -0.709
H  0.586  -0.709  0.769
H  -1.801  0.733  0.168

***

R.
The following is a DFT calculation (wB97M-V/def2-TZVPD) of a molecular structure, C2H3FS2.

Results
orbital gap = 8.50 eV
HOMO level = -9.0 eV
M = 110.178 g/mol
multiplicity = 1
E_LUMO = -0.5 eV

Positions of all 8 atoms, in Å:
C  -0.376  0.483  -0.355
C  0.639  -1.620  0.848
F  0.347  -2.853  1.066
S  0.553  -1.022  -0.898
S  -1.009  -0.087  1.250
H  0.228  1.331  -0.160
H  -1.133  0.620  -1.198
H  1.353  -1.294  1.504

***

Most stable structure, least stable structure: P, Q.

***

P.
The following is a DFT calculation (wB97M-V/def2-TZVPD) of 2 unconnected molecules or ions with the total composition C5H9N2O4.

Results
orbital gap = 7.85 eV
total charge = -1
HOMO level = -4.2 eV
M = 161.137 g/mol
multiplicity = 1
E_LUMO = 3.6 eV

Positions of all 20 atoms, in Å:
C  2.163  0.715  0.692
C  0.298  -1.522  -0.130
C  0.651  2.321  -0.448
C  0.213  -0.215  -0.914
C  1.085  0.906  -0.254
N  -2.003  1.508  0.558
N  -2.088  0.324  1.012
O  2.585  0.563  1.807
O  2.548  0.701  -0.575
O  -2.846  0.127  2.173
O  -2.559  2.426  1.299
H  -0.174  -2.230  -0.744
H  -0.155  -1.399  0.940
H  1.352  -1.823  -0.038
H  0.679  2.622  -1.537
H  -0.479  2.367  -0.001
H  1.365  2.997  0.142
H  -0.838  0.323  -0.924
H  0.748  -0.299  -1.840
H  -2.990  0.969  2.539

***

Q.
The following is a DFT calculation (wB97M-V/def2-TZVPD) of 2 unconnected molecules or ions with the total composition C5H9N2O4.

Results
orbital gap = 8.21 eV
total charge = -1
HOMO level = -4.5 eV
M = 161.137 g/mol
multiplicity = 1
E_LUMO = 3.7 eV

Positions of all 20 atoms, in Å:
C  0.473  -1.444  1.693
C  -1.946  -0.710  0.940
C  1.324  1.052  -0.660
C  -0.501  -0.312  1.297
C  0.020  0.288  -0.737
N  -0.991  1.103  -1.103
N  1.889  1.328  -1.992
O  1.551  -1.163  2.246
O  -2.818  0.164  0.664
O  0.170  -2.713  1.419
O  -2.131  -1.935  0.878
H  2.038  0.610  0.213
H  1.147  1.976  -0.126
H  -0.258  0.495  1.881
H  -0.041  -0.686  -1.299
H  -1.866  0.604  -0.840
H  -1.075  2.080  -0.751
H  1.176  1.115  -2.712
H  2.751  0.796  -2.185
H  -0.914  -2.648  1.174

***

Most stable structure, least stable structure: Q, P.

***

P.
The following is a DFT calculation (wB97M-V/def2-TZVPD) of a molecular structure, C2H4INO2.

Results
orbital gap = 9.12 eV
HOMO level = -9.0 eV
M = 200.963 g/mol
multiplicity = 1
E_LUMO = 0.1 eV

Positions of all 10 atoms, in Å:
C  -1.280  0.911  0.051
C  0.200  0.602  0.069
N  -2.020  -0.216  0.051
O  -1.863  1.957  0.154
O  -1.472  -1.457  0.229
I  -3.955  -0.043  -0.022
H  0.288  -0.244  -0.609
H  0.850  1.508  -0.292
H  0.545  0.432  1.197
H  -1.784  -2.115  -0.398

***

Q.
The following is a DFT calculation (wB97M-V/def2-TZVPD) of a single C2H4INO2 molecule.

Results
orbital gap = 8.90 eV
HOMO level = -10.2 eV
M = 200.963 g/mol
SMILES string = C[C@@H](I)[N+](=O)[O-]
multiplicity = 1
E_LUMO = -1.3 eV

Positions of all 10 atoms, in Å:
C  0.045  0.229  0.732
C  0.831  -0.545  -0.212
I  3.045  0.166  -0.119
N  0.834  -1.989  0.044
O  1.090  -2.734  -0.880
O  0.606  -2.401  1.117
H  0.065  -0.319  1.637
H  -0.953  0.098  0.548
H  0.380  1.183  0.870
H  0.594  -0.406  -1.214

***

R.
The following is a DFT calculation (wB97M-V/def2-TZVPD) of a single C2H4INO2 molecule.

Results
orbital gap = 9.11 eV
HOMO level = -8.8 eV
M = 200.963 g/mol
SMILES string = CO/[N+]([O-])=C/I
multiplicity = 1
E_LUMO = 0.3 eV

Positions of all 10 atoms, in Å:
C  -1.731  -0.259  -0.079
O  -0.555  0.491  0.075
N  0.696  -0.138  0.088
O  0.677  -1.340  0.048
C  1.668  0.687  -0.061
I  3.628  -0.028  0.100
H  -2.394  0.484  -0.497
H  -1.877  -0.650  0.947
H  -1.544  -0.999  -0.788
H  1.433  1.751  0.167

***

Most stable structure, least stable structure: P, R.

***

P.
The following is a DFT calculation (wB97M-V/def2-TZVPD) of 2 unconnected molecules or ions with the total composition C5H11NO3.

Results
orbital gap = 9.05 eV
HOMO level = -8.1 eV
M = 133.147 g/mol
SMILES string = CO/[N+]([O-])=C(/C)O.C=C
multiplicity = 1
E_LUMO = 0.9 eV

Positions of all 20 atoms, in Å:
C  2.211  0.004  0.822
O  0.897  0.004  0.341
N  0.796  -0.550  -1.069
O  1.844  -0.907  -1.617
C  -0.430  -0.664  -1.461
C  -0.733  -1.231  -2.806
O  -1.456  -0.246  -0.717
H  2.864  -0.423  0.048
H  2.270  -0.610  1.722
H  2.527  1.028  1.026
H  -1.357  -2.120  -2.704
H  -1.277  -0.496  -3.399
H  0.192  -1.500  -3.309
H  -1.154  0.192  0.131
C  -0.580  1.296  2.398
C  -1.797  1.181  1.882
H  -0.168  0.549  3.056
H  0.040  2.156  2.204
H  -2.243  1.976  1.305
H  -2.446  0.360  2.146

***

Q.
The following is a DFT calculation (wB97M-V/def2-TZVPD) of a single C5H11NO3 molecule.

Results
orbital gap = 10.35 eV
HOMO level = -9.7 eV
M = 133.147 g/mol
SMILES string = CC(=O)O[C@@H](C)[C@H](N)O
multiplicity = 1
E_LUMO = 0.7 eV

Positions of all 20 atoms, in Å:
C  -1.687  2.360  0.315
C  -1.557  0.953  -0.214
O  -2.474  0.286  -0.608
O  -0.270  0.555  -0.151
C  0.112  -0.771  0.271
C  -0.609  -1.931  -0.393
C  1.653  -0.846  0.023
N  2.361  0.316  0.507
O  1.931  -1.044  -1.326
H  -2.595  2.810  -0.046
H  -1.731  2.299  1.406
H  -0.828  2.962  0.039
H  -0.063  -0.804  1.360
H  -0.309  -2.850  0.103
H  -0.331  -1.993  -1.443
H  -1.686  -1.813  -0.316
H  2.039  -1.736  0.534
H  2.431  0.311  1.516
H  1.882  1.162  0.222
H  1.731  -0.225  -1.796

***

R.
The following is a DFT calculation (wB97M-V/def2-TZVPD) of 2 unconnected molecules or ions with the total composition C5H11NO3.

Results
orbital gap = 9.23 eV
HOMO level = -8.7 eV
M = 133.147 g/mol
multiplicity = 1
E_LUMO = 0.6 eV

Positions of all 20 atoms, in Å:
C  -2.084  0.389  0.134
C  0.401  1.806  -0.523
C  -1.995  -0.501  1.212
O  -0.338  0.626  -0.775
H  -2.164  1.454  0.319
H  -2.482  0.063  -0.816
H  0.785  1.837  0.506
H  -0.249  2.672  -0.676
H  1.234  1.859  -1.228
H  -2.017  -0.071  2.210
H  -0.723  -0.882  1.192
H  -2.511  -1.451  1.101
C  1.223  -1.021  0.215
N  2.540  -0.975  0.201
C  0.604  -0.752  -1.192
O  0.562  -1.200  1.267
O  1.426  -0.542  -2.112
H  2.943  -0.827  -0.723
H  3.094  -1.046  1.039
H  -0.250  -1.438  -1.350

***

Most stable structure, least stable structure: Q, P.

***

P.
The following is a DFT calculation (wB97M-V/def2-TZVPD) of 2 unconnected molecules or ions with the total composition C5H11NO3.

Results
orbital gap = 9.26 eV
HOMO level = -8.4 eV
M = 133.147 g/mol
SMILES string = C=C(OC)OC.NC=O
multiplicity = 1
E_LUMO = 0.8 eV

Positions of all 20 atoms, in Å:
C  0.896  -1.515  0.296
C  0.131  -0.495  0.686
O  -0.852  -0.516  1.605
C  -1.693  -1.664  1.602
O  0.525  0.934  0.594
C  1.847  1.220  0.220
H  1.683  -1.385  -0.429
H  0.712  -2.510  0.644
H  -2.100  -1.832  0.602
H  -1.158  -2.550  1.935
H  -2.500  -1.434  2.293
H  2.021  2.274  0.451
H  2.014  1.031  -0.848
H  2.558  0.602  0.785
N  -0.308  1.580  -2.253
C  -1.067  1.076  -1.258
O  -1.332  -0.126  -1.175
H  0.003  2.536  -2.250
H  0.153  0.932  -2.875
H  -1.533  1.841  -0.623

***

Q.
The following is a DFT calculation (wB97M-V/def2-TZVPD) of 3 unconnected molecules or ions with the total composition C5H11NO3.

Results
orbital gap (alpha / beta) = 6.95 / 7.04 eV
HOMO level (alpha / beta) = -6.5 / -6.5 eV
M = 133.147 g/mol
multiplicity = 1
E_LUMO (alpha / beta) = 0.5 / 0.5 eV

Positions of all 20 atoms, in Å:
C  -0.212  -0.253  -0.875
C  -0.044  -0.285  0.491
C  -2.273  0.234  0.533
C  0.170  -1.564  1.231
C  2.157  -0.276  -0.617
N  2.531  0.889  -1.193
O  -0.484  0.824  -1.623
O  -2.305  1.596  0.104
O  2.939  -1.120  -0.238
H  -0.763  1.605  -1.092
H  -2.097  2.172  0.848
H  -0.328  -1.182  -1.425
H  0.166  0.646  1.004
H  1.824  1.505  -1.560
H  3.511  1.076  -1.386
H  -2.493  0.141  1.596
H  -2.992  -0.325  -0.061
H  1.227  -1.670  1.486
H  -0.420  -1.584  2.149
H  -0.115  -2.428  0.627

***

Most stable structure, least stable structure: P, Q.